169
Properties=species:S:1:pos:R:3:forces:R:3:lowdin_charge:R:1 method="wB97M-V/def2-TZVPD" homo_ev=-9.2 relative_energy_kj_mol=0.0 charge=0 largest_force_ev_per_a=1.58 lumo_ev=0.44 molar_mass_g_mol=878.33
O -3.35277 -2.22205 3.92362 0.26 -0.14 -0.07 -0.092
H -2.77318 -1.50875 3.60289 -0.25 -0.02 -0.14 -0.017
H -3.70314 -2.64886 3.12498 -0.13 0.42 0.21 0.000
C -5.22671 -4.51840 0.05394 0.48 -0.46 -0.27 -0.074
C -4.48283 -3.21620 0.33064 -1.26 -0.03 -0.04 -0.310
O -4.98684 -2.61487 1.52211 0.36 0.03 -0.15 -0.095
H -4.98967 -4.89901 -0.94431 0.10 0.04 0.03 0.054
H -6.30730 -4.37673 0.07194 0.02 0.18 0.16 0.076
H -4.96616 -5.30775 0.76005 -0.07 0.11 0.14 0.077
H -4.69165 -2.57143 -0.52973 0.38 0.22 0.05 0.094
H -3.40750 -3.33079 0.45110 0.03 -0.18 -0.08 0.101
H -5.70647 -2.01408 1.28415 -0.08 0.07 0.17 0.053
C -0.31074 -3.23597 4.63681 -0.69 0.42 -0.60 -0.098
C 1.10585 -3.56940 4.32261 0.89 -0.07 0.05 -0.331
O 1.37278 -4.96292 4.43448 0.27 -0.20 -0.32 -0.075
H -0.98110 -3.73405 3.93365 -0.02 -0.24 0.22 0.077
H -0.50484 -2.17743 4.44335 0.09 0.05 0.38 0.045
H -0.60099 -3.49476 5.65512 0.02 0.05 0.01 0.086
H 1.81469 -2.97786 4.91757 -0.12 -0.17 0.27 0.095
H 1.37773 -3.30843 3.29594 -0.28 -0.13 -0.07 0.096
H 1.25019 -5.27959 5.33260 -0.11 0.26 0.11 0.079
C 2.21328 3.82169 -1.63436 -0.04 -0.09 0.38 -0.100
C 3.59715 4.43944 -1.54682 -0.12 -0.38 -0.39 -0.308
O 4.32542 4.21265 -2.75271 0.16 0.19 0.12 -0.077
H 1.72389 4.05955 -2.57835 -0.01 0.29 0.07 0.064
H 1.63615 4.19674 -0.78300 -0.27 -0.12 -0.16 0.074
H 2.24114 2.73066 -1.57183 0.13 0.00 0.07 0.060
H 4.13684 4.04236 -0.68260 0.05 0.02 0.02 0.103
H 3.50840 5.51747 -1.41539 0.10 0.04 -0.13 0.111
H 4.73990 3.34642 -2.71018 -0.03 -0.01 0.05 0.082
C -2.86924 -3.82270 -2.69045 0.38 0.68 -0.32 -0.093
C -2.31556 -5.23209 -2.73983 -0.38 0.19 0.36 -0.316
O -2.67503 -5.81539 -3.98953 0.09 -0.17 0.21 -0.074
H -3.95683 -3.79869 -2.74457 0.00 -0.14 0.09 0.071
H -2.51111 -3.21457 -3.52619 0.01 -0.29 -0.23 0.071
H -2.53235 -3.24437 -1.82523 -0.09 -0.37 0.24 0.061
H -2.75987 -5.81906 -1.92394 0.09 0.06 -0.02 0.106
H -1.22913 -5.24598 -2.59056 -0.03 0.09 -0.13 0.104
H -2.68783 -6.76678 -3.84399 0.01 0.04 -0.27 0.080
C 2.88173 1.69074 1.57610 0.10 0.19 0.65 -0.058
C 4.19933 2.09690 2.23694 -0.89 0.56 -0.84 -0.287
O 5.24673 1.88860 1.28414 0.17 -0.37 0.73 -0.073
H 2.88531 0.63727 1.30048 -0.01 0.06 -0.13 0.057
H 2.69873 2.32817 0.71357 0.02 -0.17 -0.17 0.051
H 2.06560 1.86104 2.28577 0.02 -0.09 -0.11 0.051
H 4.31548 1.60586 3.20384 0.34 -0.22 -0.35 0.071
H 4.13937 3.17210 2.43335 0.10 0.04 0.18 0.111
H 5.96210 1.43558 1.74327 0.07 0.04 -0.23 0.080
C -5.31433 1.06376 0.79517 0.76 0.20 0.19 -0.081
C -6.13649 0.24254 -0.15584 0.34 0.23 -0.38 -0.314
O -7.02474 -0.58075 0.60022 -0.02 -0.09 -0.26 -0.077
H -5.90375 1.85680 1.25455 -0.06 -0.16 0.19 0.082
H -4.48015 1.54848 0.27851 -0.22 0.07 -0.24 0.050
H -4.81612 0.45135 1.55139 -0.35 -0.07 0.14 0.076
H -5.49631 -0.37099 -0.80129 0.05 -0.08 0.15 0.097
H -6.65161 0.93569 -0.83189 -0.37 -0.22 0.10 0.115
H -7.58336 -1.06452 -0.01951 -0.04 0.06 0.10 0.097
C 3.89815 -0.87668 4.84558 -0.62 -0.04 0.42 -0.082
C 4.49135 0.40906 5.36855 0.34 0.18 0.75 -0.312
O 5.00737 0.17025 6.68816 -0.05 -0.06 -0.21 -0.075
H 3.17263 -1.27661 5.56008 -0.05 0.37 0.19 0.072
H 4.60284 -1.70070 4.74049 0.32 0.33 -0.36 0.081
H 3.32092 -0.68985 3.93795 0.23 -0.07 -0.04 0.057
H 3.73723 1.20358 5.42887 -0.20 -0.16 -0.05 0.097
H 5.29788 0.83693 4.76411 0.00 -0.43 -0.25 0.101
H 5.73760 0.77595 6.83391 -0.02 0.02 0.11 0.077
C -3.39923 4.08405 -1.38339 -1.19 -0.94 0.28 -0.082
C -2.12711 4.52203 -0.69365 -0.52 1.13 -0.30 -0.313
O -2.14564 4.21390 0.69216 0.46 -0.43 0.11 -0.089
H -4.28627 4.30569 -0.77482 0.27 0.42 0.26 0.076
H -3.49467 2.99489 -1.44858 0.41 0.00 -0.30 0.047
H -3.64949 4.52107 -2.34944 0.65 0.02 -0.15 0.072
H -2.04656 5.60771 -0.83535 0.14 0.01 0.12 0.112
H -1.21809 4.11389 -1.13136 -0.07 -0.35 0.12 0.092
H -2.82600 4.73119 1.13046 -0.09 0.06 -0.14 0.081
C -3.20987 0.56422 -3.34065 -0.60 0.17 -0.51 -0.069
C -3.11024 0.34173 -4.83578 -0.14 0.14 0.02 -0.316
O -4.05440 -0.66000 -5.21315 0.07 -0.01 0.09 -0.074
H -2.53452 1.36704 -3.04635 0.35 -0.36 0.21 0.049
H -3.07782 -0.39401 -2.84098 0.31 0.24 0.36 0.071
H -4.20418 0.95686 -3.10668 -0.10 -0.22 -0.02 0.076
H -2.09884 0.02788 -5.11282 0.03 0.03 0.03 0.107
H -3.34495 1.28178 -5.34447 0.18 -0.05 -0.10 0.078
H -3.79167 -1.01933 -6.06454 -0.06 -0.01 -0.01 0.081
C 0.14080 -1.06778 1.81772 0.25 0.10 0.27 -0.039
C -0.87718 0.05249 1.55962 0.22 -1.10 0.31 -0.399
C -1.71419 -0.30873 0.34033 -0.44 0.84 -0.26 -0.177
O -0.97299 -0.37376 -0.85958 0.84 -0.89 -0.86 -0.210
C -0.19202 0.76417 -1.17556 -0.20 0.35 0.67 -0.093
N -1.73440 0.19579 2.76082 0.66 0.87 -0.30 0.072
H 0.73667 -1.36162 0.95088 -0.09 0.32 -0.16 0.066
H -0.33363 -1.97966 2.18376 -0.31 0.10 -0.05 0.070
H 0.83597 -0.74915 2.60004 0.04 -0.02 0.02 0.071
H -0.32263 0.98432 1.42235 -0.10 0.01 -0.27 0.114
H -2.55445 0.37946 0.17068 0.12 0.36 0.31 0.110
H -2.20287 -1.27362 0.47031 0.27 -0.24 0.11 0.119
H -0.86155 1.57363 -1.48449 0.10 0.29 0.22 0.069
H 0.54412 0.62877 -1.96745 -0.36 -0.79 -0.22 0.081
H 0.40679 1.03300 -0.30298 -0.06 0.42 -0.16 0.068
H -1.05650 0.45963 3.49568 -0.50 -0.51 0.00 0.047
H -2.18715 1.10263 2.61664 -0.49 -0.34 0.10 0.071
C -1.66228 3.42130 4.44064 -0.82 -0.60 0.35 -0.056
C -0.39138 3.37730 5.28283 0.11 0.34 -1.04 -0.432
C 0.54386 2.26096 4.85581 0.75 -1.24 -0.32 -0.187
O 0.02945 0.92167 4.95007 -0.02 0.53 0.35 -0.240
C -0.42010 0.56844 6.24931 -0.30 -0.34 -0.25 -0.078
N 0.38376 4.61164 5.16501 0.13 0.61 0.40 0.034
H -2.34705 2.59867 4.68469 0.24 -0.16 -0.05 0.078
H -1.47603 3.36506 3.36622 0.19 0.19 0.00 0.067
H -2.26184 4.30528 4.66886 0.26 0.21 -0.09 0.077
H -0.65516 3.23670 6.32898 0.08 0.18 0.11 0.129
H 1.51329 2.30733 5.36556 -0.25 0.18 0.55 0.117
H 0.85439 2.30952 3.80599 -0.52 0.49 -0.06 0.103
H -1.20655 1.24959 6.57747 0.16 0.08 0.29 0.081
H 0.40742 0.49838 6.95988 -0.01 0.27 0.06 0.098
H -0.89205 -0.41333 6.18783 0.15 -0.02 -0.18 0.087
H -0.15018 5.39832 5.52041 0.03 -0.14 0.21 0.072
H 0.58416 4.88481 4.20821 -0.05 -0.48 -0.15 0.076
C 1.11030 -1.75583 -3.99724 0.24 0.70 -0.34 -0.054
C 1.77786 -2.72869 -3.05114 0.18 0.04 -0.42 -0.435
C 3.24379 -2.97009 -3.34772 0.03 -0.44 -0.35 -0.228
O 3.39643 -3.58196 -4.63058 0.26 -0.27 1.00 -0.174
C 4.77349 -3.80963 -4.85592 0.16 0.33 -1.09 -0.122
N 1.66094 -2.25835 -1.66062 -0.38 -0.67 0.02 0.056
H 1.68929 -0.83284 -4.12319 0.12 -0.05 0.34 0.083
H 0.13536 -1.44788 -3.61410 -0.15 -0.20 -0.13 0.063
H 1.03054 -2.13986 -5.01469 -0.21 -0.29 0.17 0.081
H 1.31975 -3.71634 -3.18856 -0.22 0.03 0.02 0.137
H 3.58716 -3.65982 -2.56719 0.27 -0.12 -0.08 0.104
H 3.89849 -2.09420 -3.30981 -0.31 0.32 0.17 0.127
H 4.86782 -4.37703 -5.78324 -0.10 0.07 0.00 0.086
H 5.33966 -4.36022 -4.09825 -0.51 0.00 0.41 0.087
H 5.26197 -2.83848 -5.00241 0.19 -0.08 0.05 0.089
H 0.66394 -2.11220 -1.49010 0.14 0.39 0.09 0.052
H 1.86157 -3.07397 -1.07853 0.16 0.25 0.14 0.076
C 4.06620 -2.11417 1.64901 -0.05 -0.39 1.10 -0.051
C 5.30964 -2.18797 0.78386 -0.45 1.14 -0.99 -0.423
C 6.44045 -2.99214 1.35647 -0.27 -0.87 0.25 -0.223
O 6.74484 -2.53811 2.65882 0.45 0.10 -0.44 -0.187
C 7.67791 -3.38987 3.29227 -0.38 0.16 0.36 -0.109
N 5.00262 -2.62302 -0.58954 0.06 -0.90 -0.10 0.044
H 3.61999 -3.10022 1.82987 -0.11 -0.06 -0.55 0.091
H 3.33677 -1.42741 1.21877 -0.08 -0.23 -0.16 0.054
H 4.23654 -1.78678 2.68067 0.46 0.17 -0.62 0.031
H 5.64364 -1.16048 0.58750 0.22 0.03 0.62 0.133
H 7.31315 -3.02356 0.69436 0.09 0.44 0.03 0.130
H 6.12641 -4.04909 1.42752 -0.17 0.00 0.01 0.128
H 8.63766 -3.47629 2.77540 -0.05 0.14 -0.24 0.087
H 7.24185 -4.38843 3.39653 0.11 -0.09 0.08 0.089
H 7.84951 -2.95653 4.27539 0.07 -0.14 0.07 0.087
H 4.06124 -2.34144 -0.84563 0.08 0.34 0.08 0.026
H 4.97853 -3.63982 -0.66595 0.11 0.07 0.18 0.068
C -4.54874 3.65931 -6.17931 -0.03 -0.52 -0.03 -0.063
C -3.48008 4.67526 -6.51229 0.49 0.26 0.56 -0.444
C -2.06078 4.21031 -6.16469 0.15 -0.30 -0.08 -0.216
O -1.86609 3.85967 -4.80732 -0.49 0.24 -0.17 -0.185
C -0.66224 3.18429 -4.59034 0.25 -1.10 0.14 -0.126
N -3.53722 4.98730 -7.93812 0.17 -0.17 -0.33 0.031
H -5.51011 4.02710 -6.53409 -0.01 -0.15 -0.10 0.080
H -4.65303 3.39642 -5.12567 0.25 0.39 0.12 0.073
H -4.29746 2.70738 -6.66076 -0.25 0.10 -0.28 0.073
H -3.68915 5.59903 -5.96558 0.03 0.03 0.00 0.141
H -1.34449 4.99037 -6.44966 0.02 0.12 0.03 0.125
H -1.82469 3.33849 -6.79295 -0.09 -0.10 -0.06 0.126
H -0.65312 2.14306 -4.95701 -0.44 0.12 -0.34 0.083
H -0.55337 3.04294 -3.51427 0.29 0.52 0.02 0.066
H 0.20802 3.63635 -5.07722 -0.03 0.45 0.35 0.094
H -3.21840 4.17285 -8.46163 -0.25 0.00 0.00 0.074
H -2.87139 5.71223 -8.18868 -0.11 0.12 0.19 0.071